Below is a molecular structure, B4H16Mn in a non-equilibrium geometry, with properties calculated with ωB97M-V with the def2-TZVPD basis set.

Geometry as XYZ:
```
21
Properties=species:S:1:pos:R:3:forces:R:3:lowdin_spin:R:1
Mn -0.2075 -0.3150 0.1147 1.001 1.944 0.441 4.52
B -1.8236 0.5888 1.1749 -1.202 0.563 0.740 0.08
H -2.1809 -0.0948 0.4204 -1.759 -2.362 -2.815 0.01
H -2.6540 1.0381 1.6973 -3.268 1.792 1.809 0.01
H -1.2985 0.0203 1.9268 2.173 -2.336 3.005 0.02
H -1.1696 1.3477 0.7743 2.176 2.922 -1.382 0.02
B 0.8448 1.3234 -1.1753 0.477 0.511 -0.140 0.05
H 1.0695 1.7473 -0.2088 1.006 1.522 3.590 0.01
H -0.2203 1.1508 -1.1848 -4.151 -0.340 -0.665 0.01
H 1.1328 2.0773 -1.8914 0.856 2.868 -3.170 0.01
H 1.3881 0.4084 -1.3537 2.138 -3.319 -0.662 0.01
B 1.7968 -0.2447 1.3758 0.519 0.123 0.758 0.05
H 1.3539 -0.8955 0.6379 -0.242 -3.443 -2.835 0.02
H 2.0586 -0.7920 2.2680 0.834 -2.574 3.560 0.01
H 2.6718 0.2944 1.0471 3.080 1.974 -1.619 0.01
H 0.9842 0.4166 1.6340 -2.659 2.966 1.407 0.01
B -0.7147 -1.6262 -1.4259 -0.443 -1.189 -1.919 0.08
H 0.1274 -1.3858 -2.0563 3.439 0.541 -1.858 0.02
H -0.5303 -1.9909 -0.4273 0.908 -2.284 3.669 0.02
H -1.3082 -0.7259 -1.3879 -2.464 3.103 -0.132 0.02
H -1.3200 -2.3424 -1.9597 -2.418 -2.981 -1.780 0.01
```
Positions in Å, forces in eV/Å.

Summary:
Spin multiplicity: 6
LUMO (alpha / beta) (eV): 5.9 / 5.9
Energy above the lowest of the compared OMol25 structures with the same formula, charge and spin (kcal per mole): 2.4
Frontier orbital gap (alpha / beta) (eV): 6.83 / 7.54
<S²>: 8.756
DFT total energy (eV): -34276.6604
Charge: -2